The following is a quantum chemistry calculation of the molecule C21H23N5OS at a distorted geometry, from the Open Molecules 2025 dataset.

## Properties
energy above the lowest of the compared OMol25 structures with the same formula, charge and spin: 0.0 kJ/mol
maximum force: 1.3 eV/A
HOMO-LUMO gap: 8.61 eV
SMILES: O=C(CSc1nnc(-c2ccccn2)n1Cc1ccccc1)NC1CCCC1
HOMO energy: -8.40 eV

The geometry in ORCA input format:
```
! wB97M-V def2-TZVPD RIJCOSX def2/J DEFGRID3
* xyz 0 1
O 1.69641 0.30935 -3.88094
C 2.00351 0.14253 -2.71940
C 2.68335 1.25562 -1.91545
S 1.47663 2.15327 -0.88690
C 1.39803 1.10579 0.48964
N 2.01808 -0.04573 0.63454
N 1.71488 -0.51636 1.84422
C 0.91590 0.33842 2.43892
C 0.40780 0.14463 3.78230
C 0.79412 -0.99679 4.49135
C 0.30723 -1.17260 5.77178
C -0.54311 -0.21338 6.30586
C -0.86530 0.88321 5.52249
N -0.40862 1.06301 4.29689
N 0.68570 1.40599 1.60739
C -0.18666 2.54579 1.76690
C -1.46047 2.32006 0.99002
C -1.72916 3.03407 -0.16865
C -2.87946 2.77649 -0.89464
C -3.76459 1.80056 -0.47099
C -3.50144 1.08590 0.68613
C -2.35446 1.34428 1.41410
N 1.81994 -0.97698 -2.00346
C 1.11206 -2.15245 -2.47909
C -0.34305 -1.85063 -2.91001
C -0.39293 -2.13700 -4.41053
C 0.62726 -3.25627 -4.58856
C 1.78468 -2.78905 -3.71142
H 3.46101 0.87639 -1.25541
H 3.07984 2.00285 -2.60187
H 1.45805 -1.70311 4.02144
H 0.58434 -2.04297 6.34836
H -0.94530 -0.31376 7.30150
H -1.52425 1.66117 5.88615
H -0.39636 2.64259 2.83458
H 0.33817 3.43000 1.39305
H -1.03555 3.79031 -0.50539
H -3.07994 3.33535 -1.79636
H -4.65855 1.59603 -1.04114
H -4.19103 0.32528 1.02162
H -2.14637 0.79207 2.31922
H 2.05642 -0.93861 -1.01289
H 1.11590 -2.85388 -1.64121
H -0.61179 -0.81985 -2.68302
H -1.02946 -2.50663 -2.37297
H -1.39122 -2.41173 -4.74842
H -0.06012 -1.25529 -4.95711
H 0.22291 -4.19891 -4.21335
H 0.92493 -3.39420 -5.62655
H 2.46379 -3.59399 -3.43410
H 2.34823 -2.02083 -4.23861
*
```

These are the natural (NBO) partial charges, in e, on atoms 1 to 2: -0.64 0.66

The following is a quantum chemistry calculation of the molecule C21H23NO2S at a distorted geometry, from the Open Molecules 2025 dataset.

## Properties
energy above the lowest of the compared OMol25 structures with the same formula, charge and spin: 319.4 kJ/mol
maximum force: 3.6 eV/A
HOMO-LUMO gap: 8.89 eV
SMILES: Cc1c(COc2ccc(CNCCO)s2)cccc1-c1ccccc1
HOMO energy: -8.28 eV

The geometry in ORCA input format:
```
! wB97M-V def2-TZVPD RIJCOSX def2/J DEFGRID3
* xyz 0 1
C 1.37664 -1.94620 -2.53495
C 0.26523 -0.89928 -2.64063
C 0.53700 0.33542 -1.97706
C 1.95727 0.80401 -1.54435
O 1.88066 1.94191 -0.64572
C 1.82438 1.68911 0.72900
C 2.32101 0.59444 1.33411
C 2.10310 0.54204 2.76346
C 1.49924 1.70954 3.28974
C 1.38232 1.98701 4.75694
N 0.15593 2.78490 5.09633
C -0.09440 3.43117 6.42644
C -1.21523 2.67745 7.19939
O -2.11763 2.09553 6.28520
S 1.20065 2.84951 1.98688
C -0.43735 1.29373 -1.92468
C -1.73920 1.04125 -2.44122
C -1.94100 -0.15324 -3.13346
C -1.00536 -1.13931 -3.32569
C -1.26962 -2.43825 -4.03374
C -2.45349 -3.19323 -3.93201
C -2.80352 -4.24878 -4.74393
C -1.88061 -4.65652 -5.76799
C -0.63440 -4.03433 -5.82847
C -0.34532 -2.92827 -4.97796
H 2.02130 -1.94698 -3.44456
H 1.92909 -1.79459 -1.60069
H 0.93744 -2.90129 -2.48917
H 2.54076 1.12645 -2.47779
H 2.59581 0.02827 -1.18835
H 2.70646 -0.24335 0.86809
H 2.38578 -0.26772 3.40289
H 1.41562 0.99910 5.20581
H 2.34218 2.39560 5.07366
H 0.19799 3.62613 4.53162
H -0.42779 4.52718 6.23955
H 0.82673 3.48360 7.00721
H -1.65064 3.39760 7.82258
H -0.75079 1.91430 7.80976
H -1.59143 1.95336 5.40283
H -0.33438 2.23064 -1.32928
H -2.63331 1.74589 -2.14179
H -2.91581 -0.33635 -3.64728
H -3.09218 -2.68473 -3.19582
H -3.68383 -4.90137 -4.58262
H -2.18570 -5.51807 -6.38205
H 0.13778 -4.47400 -6.39170
H 0.66269 -2.49932 -4.90854
*
```

These are the natural (NBO) partial charges, in e, on atoms 1 to 2: -0.64 0.03

The following is a quantum chemistry calculation of a structure of composition C21H23O6PS3SeSiW, from the Open Molecules 2025 dataset.

## Properties
energy above the lowest of the compared OMol25 structures with the same formula, charge and spin: 27.7 kJ/mol
maximum force: 0.9 eV/A
HOMO-LUMO gap: 7.10 eV
HOMO energy: -14.93 eV

The geometry in ORCA input format:
```
! wB97M-V def2-TZVPD RIJCOSX def2/J DEFGRID3
* xyz 2 1
W 1.42894 0.80918 -1.63731
O 2.78183 3.45068 0.24708
S 1.16924 3.36810 0.55401
O 0.80117 4.71301 0.72175
O 0.58843 2.56889 -0.51622
C 0.92863 2.38611 1.98009
C 0.80307 3.11891 3.14939
C 0.37347 2.50067 4.31822
C 0.03654 1.16470 4.28345
C 0.16311 0.43593 3.10113
C 0.63292 1.00215 1.92037
P 0.83580 -0.28940 0.60800
C 2.20685 -1.33317 1.15401
C 2.62693 -2.38172 0.33301
C 3.64360 -3.22808 0.73897
C 4.26419 -3.02937 1.96531
C 3.85739 -1.98737 2.78334
C 2.83127 -1.14266 2.38688
C -0.69779 -1.22519 0.65675
C -1.91475 -0.53891 0.69165
C -3.10066 -1.24845 0.70490
C -3.08085 -2.64052 0.66281
C -1.87441 -3.31980 0.61698
C -0.67602 -2.61626 0.61907
H 1.00398 4.18210 3.13984
H 0.27601 3.07628 5.22791
H -0.32843 0.66745 5.17201
H -0.10493 -0.61334 3.12379
H 2.15363 -2.56461 -0.62278
H 3.95287 -4.04016 0.09527
H 5.06571 -3.68404 2.27922
H 4.34268 -1.82310 3.73563
H 2.55494 -0.33150 3.04306
H -1.93878 0.54476 0.72977
H -4.04395 -0.72151 0.76463
H -4.01055 -3.19340 0.68037
H -1.85894 -4.40088 0.59583
H 0.25864 -3.16036 0.61548
C -3.68643 2.11318 -3.22550
Si -2.89387 0.53858 -3.76897
C -3.61487 -1.02941 -3.11036
C -2.22458 0.48965 -5.48589
Se -0.68669 0.66716 -2.52394
H -4.68863 2.14566 -3.66693
H -3.14232 2.99270 -3.56798
H -3.80097 2.16316 -2.14279
H -4.27370 -1.43361 -3.88559
H -4.20495 -0.85763 -2.21093
H -2.86719 -1.79346 -2.89669
H -3.08337 0.37276 -6.15710
H -1.56051 -0.35781 -5.65467
H -1.70824 1.40784 -5.76425
O 3.05720 1.11577 -0.23066
S 3.48826 2.43343 -0.78507
O 4.83432 2.79051 -0.82351
O 2.67929 2.47572 -2.05801
S 2.42549 -0.70929 -2.66482
*
```

These are the natural (NBO) partial charges, in e, on atoms 1 to 2: 0.74 -0.86

The following is a quantum chemistry calculation of the molecule C21H24FN3O2, from the Open Molecules 2025 dataset.

## Properties
energy above the lowest of the compared OMol25 structures with the same formula, charge and spin: 61.7 kJ/mol
maximum force: 0.7 eV/A
HOMO-LUMO gap: 9.21 eV
SMILES: O=C(CNC(=O)c1ccccc1F)NC1CCN(Cc2ccccc2)CC1
HOMO energy: -8.52 eV

The geometry in ORCA input format:
```
! wB97M-V def2-TZVPD RIJCOSX def2/J DEFGRID3
* xyz 0 1
O 0.00256 2.96242 1.92890
C 1.03233 2.44394 1.55059
C 2.36946 2.62541 2.29519
N 2.74436 1.40771 2.98553
C 3.33579 0.37349 2.35187
O 3.61280 0.38891 1.16666
C 3.60172 -0.80214 3.23887
C 2.56627 -1.40760 3.94403
C 2.80109 -2.53029 4.71732
C 4.07771 -3.06215 4.80252
C 5.12338 -2.47346 4.11418
C 4.87303 -1.35696 3.33632
F 5.89992 -0.77838 2.69320
N 1.15087 1.65372 0.47474
C 0.03014 1.23279 -0.33779
C -0.29802 -0.24107 -0.09111
C -1.43235 -0.68440 -1.01104
N -1.04302 -0.48884 -2.39301
C -1.92426 -1.14258 -3.35125
C -3.33710 -0.60980 -3.36941
C -4.30607 -1.14098 -2.52640
C -5.58379 -0.61092 -2.49491
C -5.91133 0.46079 -3.30754
C -4.95672 0.99293 -4.15713
C -3.67994 0.46068 -4.18696
C -0.81695 0.91596 -2.66913
C 0.34455 1.42451 -1.81941
H 3.15501 2.86633 1.57369
H 2.26827 3.43180 3.02110
H 2.46395 1.30647 3.94753
H 1.56703 -1.00409 3.86503
H 1.98615 -2.99191 5.25317
H 4.26086 -3.93747 5.40638
H 6.12672 -2.86530 4.16720
H 2.04790 1.21477 0.29115
H -0.82110 1.85735 -0.04506
H -0.58746 -0.39137 0.95047
H 0.58989 -0.84151 -0.29852
H -2.34766 -0.12093 -0.75538
H -1.63049 -1.74809 -0.85688
H -1.93225 -2.20847 -3.10508
H -1.46954 -1.02266 -4.33896
H -4.05976 -1.98290 -1.89470
H -6.32613 -1.03616 -1.83502
H -6.90796 0.87625 -3.28263
H -5.20744 1.82471 -4.79943
H -2.94217 0.87604 -4.85894
H -1.71380 1.52717 -2.46285
H -0.56603 1.02178 -3.72731
H 0.52669 2.47850 -2.03332
H 1.24290 0.85602 -2.06649
*
```

These are the natural (NBO) partial charges, in e, on atoms 1 to 2: -0.63 0.67

Which formula does entry 1 have?
C21H23N5OS